Model P:
ORCA calculation (ωB97M-V/def2-TZVPD) on a structure of composition H29O14.

- Charge: +1
- Lowest unoccupied orbital energy: -2.76 eV
- HOMO-LUMO gap: 10.19 eV
- HOMO level: -12.95 eV
- 2S+1: 1

Cartesian coordinates (Å):
O1 1.43 -0.65 -1.41
H1 1.90 0.47 1.62
O2 -2.13 2.88 -0.53
H2 -3.01 2.59 0.02
H3 -2.41 3.74 -0.95
O3 2.02 -0.13 0.84
H4 3.75 -2.22 1.12
H5 1.31 -0.71 1.65
O4 -0.20 -0.66 0.62
H6 -0.83 -0.91 1.35
H7 -0.51 -0.70 -0.23
O5 3.72 -0.54 -2.59
H8 4.33 -1.23 -2.97
H9 3.89 0.23 -3.18
O6 -1.80 0.24 -1.41
H10 -2.63 0.52 -1.07
H11 -1.29 0.99 -1.23
O7 -0.62 1.49 4.41
H12 -0.31 0.66 4.33
H13 -0.06 2.05 3.94
O8 -3.98 -0.92 -0.16
H14 -4.58 -1.72 -0.46
H15 -4.21 -0.96 0.77
O9 -1.76 -2.32 3.38
H16 -1.07 -3.02 3.68
H17 1.11 -0.48 -2.39
O10 1.15 -0.94 3.11
H18 1.88 -1.35 3.43
H19 0.54 -1.63 3.24
O11 3.64 -1.66 1.91
H20 1.70 0.48 0.20
H21 1.17 2.70 -4.77
O12 0.72 2.05 -4.20
H22 -2.54 -2.84 3.69
H23 0.01 1.75 -4.84
O13 0.97 2.34 -0.04
H24 0.78 2.19 -1.04
H25 1.77 2.99 -0.06
O14 -3.88 -0.81 -3.60
H26 -2.94 -0.58 -3.82
H27 -4.04 -1.04 -2.75
H28 2.41 -0.85 -1.62
H29 4.63 -1.45 1.99

***

Model Q:
ORCA calculation (ωB97M-V/def2-TZVPD) on a cluster of 14 separate species, H29O14 in total.

- Charge: +1
- Lowest unoccupied orbital energy: -2.65 eV
- HOMO-LUMO gap: 11.02 eV
- HOMO level: -13.67 eV
- 2S+1: 1

Cartesian coordinates (Å):
O1 1.16 0.43 -0.04
H1 1.83 0.81 0.54
O2 1.45 -0.15 -3.29
H2 2.32 -0.40 -3.11
H3 1.05 -0.40 -4.16
O3 -1.11 1.45 -0.32
H4 -2.85 4.60 0.31
H5 -1.84 2.06 0.05
O4 -0.42 -1.07 1.04
H6 -0.53 -0.34 1.77
H7 0.22 -1.62 1.63
O5 3.52 1.63 1.97
H8 4.16 1.15 1.37
H9 4.24 2.07 2.51
O6 2.44 -3.03 -0.70
H10 2.22 -3.50 0.10
H11 3.00 -3.71 -1.11
O7 -2.33 1.55 -3.71
H12 -1.88 1.81 -2.94
H13 -1.78 1.13 -4.36
O8 0.71 -3.36 2.13
H14 0.00 -3.73 1.61
H15 0.87 -3.80 2.93
O9 -1.71 0.48 3.24
H16 -2.21 -0.34 3.41
H17 0.44 1.25 -0.15
O10 -3.88 -0.38 -0.61
H18 -4.19 -1.07 -0.01
H19 -3.62 -0.84 -1.39
O11 -2.04 4.31 0.81
H20 -1.56 0.66 -0.72
H21 0.43 1.70 -2.12
O12 1.11 2.13 -1.68
H22 -1.95 1.16 3.90
H23 1.95 1.94 -2.16
O13 -1.80 -2.17 -3.25
H24 -0.93 -2.55 -3.07
H25 -1.86 -1.18 -3.18
O14 1.99 -0.70 3.57
H26 2.58 -1.44 3.70
H27 2.69 -0.06 3.45
H28 0.54 -0.38 0.44
H29 -2.46 3.91 1.58

***

Model R:
ORCA calculation (ωB97M-V/def2-TZVPD) on a cluster of 14 separate species, H29O14 in total.

- Charge: +1
- Lowest unoccupied orbital energy: -2.59 eV
- HOMO-LUMO gap: 11.76 eV
- HOMO level: -14.35 eV
- 2S+1: 1

Cartesian coordinates (Å):
O1 0.65 -1.90 3.05
H1 1.27 -2.25 3.69
O2 -0.52 0.76 -3.38
H2 0.42 0.47 -3.41
H3 -0.94 0.55 -4.22
O3 -1.37 -0.40 -1.11
H4 -1.71 0.49 -0.85
H5 -1.38 -0.20 -2.07
O4 0.42 -3.06 0.73
H6 -0.51 -2.89 0.35
H7 0.55 -3.99 0.48
O5 -1.72 1.04 2.65
H8 -2.22 0.19 2.53
H9 -2.29 1.73 3.01
O6 0.09 3.02 -1.60
H10 0.35 3.79 -2.13
H11 0.41 2.32 -2.19
O7 3.06 3.08 -0.96
H12 2.61 3.50 -1.69
H13 3.83 2.62 -1.31
O8 -2.25 2.09 -0.64
H14 -1.55 2.40 -1.24
H15 -1.89 2.42 0.19
O9 1.23 -0.99 -0.81
H16 1.16 -1.93 -0.52
H17 0.31 -0.65 -0.80
O10 -2.03 -2.71 -0.15
H18 -2.34 -3.32 -0.82
H19 -2.10 -1.79 -0.56
O11 0.72 0.75 2.99
H20 1.47 0.98 2.34
H21 -0.27 1.00 2.84
O12 -2.61 -1.46 2.83
H22 -2.64 -2.05 2.06
H23 -1.95 -1.82 3.44
O13 2.13 -0.25 -3.36
H24 2.15 -0.54 -2.44
H25 1.79 -0.98 -3.88
O14 2.26 0.89 0.89
H26 2.21 1.71 0.37
H27 1.92 0.17 0.31
H28 0.54 -2.55 2.30
H29 0.72 -0.25 3.06

***

Which structure loses on stability? model P does.

***

Model P:
ORCA calculation (ωB97M-V/def2-TZVPD) on the ion O4PS with charge -1.

- Charge: -1
- Lowest unoccupied orbital energy: 3.50 eV
- HOMO-LUMO gap: 7.39 eV
- HOMO level: -3.89 eV
- Structure (SMILES): O=[S@]12=[P@@]([O-])(O1)O2
- 2S+1: 1

Cartesian coordinates (Å):
O1 -2.00 0.88 -0.04
S1 -1.33 -0.39 0.03
P1 1.11 -0.88 -0.03
O2 2.28 0.73 0.00
O3 -0.18 -0.55 1.17
O4 -0.09 -0.41 -1.16

***

Model Q:
ORCA calculation (ωB97M-V/def2-TZVPD) on a cluster of 2 separate species, O4PS in total.

- Charge: -1
- Lowest unoccupied orbital energy: 3.53 eV
- HOMO-LUMO gap: 8.58 eV
- HOMO level: -5.06 eV
- 2S+1: 1

Cartesian coordinates (Å):
O1 -1.53 1.94 0.51
O2 1.28 -2.73 0.53
O3 0.54 -0.45 0.81
O4 0.17 1.82 -1.28
P1 0.39 -1.72 -0.07
S1 -0.84 1.14 -0.50

***

Model R:
ORCA calculation (ωB97M-V/def2-TZVPD) on the ion O4PS with charge -1.

- Charge: -1
- Lowest unoccupied orbital energy: 3.49 eV
- HOMO-LUMO gap: 7.25 eV
- HOMO level: -3.76 eV
- Structure (SMILES): O=[S@]12=[P@@]([O-])(O1)O2
- 2S+1: 1

Cartesian coordinates (Å):
O1 -1.80 1.00 0.24
S1 -1.32 -0.26 -0.13
P1 1.16 -0.85 -0.14
O2 2.25 0.95 0.29
O3 -0.11 -0.57 1.00
O4 -0.17 -0.28 -1.26

***

Which structure loses on stability? model R does.